(1)
The following is a DFT calculation (the ωB97M-V functional and the def2-TZVPD basis) of 2 unconnected molecules or ions with the total composition C4H14N4 in a non-equilibrium geometry.

net charge = +2
ΔE to the lowest compared entry with this formula, charge and spin = 8.8000 eV
E_LUMO (spin up / spin down) = -10.366 / -10.489 eV

CARTESIAN COORDINATES (ANGSTROEM)
C: 1.517 0.095 0.247
C: 2.071 -1.320 0.690
C: -0.865 -0.403 -2.469
C: -2.207 1.560 2.166
N: 0.994 -0.002 -1.104
N: 0.331 0.708 0.945
N: -0.102 -0.626 -1.324
N: -0.826 0.216 0.790
H: 2.339 0.771 0.280
H: 2.521 -1.396 1.598
H: 2.895 -1.425 -0.102
H: 1.441 -2.101 0.525
H: -1.786 -0.967 -2.349
H: -1.086 0.672 -2.485
H: -0.441 -0.777 -3.418
H: -1.874 1.231 3.164
H: -2.176 2.446 1.550
H: -3.102 0.942 1.927
H: 1.101 1.017 -1.376
H: 0.280 1.781 0.876
H: 0.127 -1.632 -1.146
H: -1.151 -0.790 1.013

Results of the natural (NBO) charge analysis, in e, for atoms 1 through 6: 0.067, -0.621, -0.455, -0.043, -0.260, -0.263



(2)
The following is a DFT calculation (the ωB97M-V functional and the def2-TZVPD basis) of a molecular structure, C40H41As2N2Ni.

net charge = +1
E_LUMO (spin up / spin down) = -2.088 / -2.615 eV
2S+1 = 3
expectation value of S² = 2.009

CARTESIAN COORDINATES (ANGSTROEM)
Ni: -0.442 -0.035 -0.783
C: 2.542 0.637 1.330
C: 1.555 0.177 2.410
As: -0.337 0.246 1.852
C: -1.103 -0.529 3.465
C: -1.925 -1.649 3.404
C: -2.435 -2.217 4.567
C: -2.127 -1.663 5.801
C: -1.309 -0.537 5.872
C: -0.797 0.027 4.710
C: -0.736 2.125 2.167
C: -1.843 2.495 2.922
C: -2.161 3.840 3.090
C: -1.365 4.825 2.520
C: -0.262 4.462 1.757
C: 0.040 3.119 1.568
As: 2.037 -0.118 -0.391
C: 3.548 0.313 -1.513
C: 4.839 -0.073 -1.161
C: 5.906 0.254 -1.987
C: 5.688 0.968 -3.162
C: 4.402 1.359 -3.511
C: 3.331 1.030 -2.687
C: 2.317 -2.001 0.057
C: 3.313 -2.406 0.947
C: 3.497 -3.752 1.239
C: 2.681 -4.714 0.653
C: 1.671 -4.322 -0.215
C: 1.488 -2.973 -0.502
H: 3.557 0.338 1.562
H: 2.555 1.712 1.222
H: 1.668 0.748 3.322
H: 1.721 -0.865 2.654
H: -2.180 -2.092 2.452
H: -3.079 -3.088 4.505
H: -2.526 -2.104 6.710
H: -1.072 -0.094 6.834
H: -0.192 0.921 4.780
H: -2.469 1.741 3.379
H: -3.032 4.116 3.676
H: -1.609 5.873 2.663
H: 0.350 5.224 1.290
H: 0.858 2.858 0.918
H: 5.023 -0.636 -0.254
H: 6.911 -0.048 -1.711
H: 6.525 1.222 -3.806
H: 4.230 1.924 -4.421
H: 2.333 1.350 -2.953
H: 3.955 -1.677 1.428
H: 4.278 -4.049 1.929
H: 2.826 -5.765 0.883
H: 1.020 -5.066 -0.662
H: 0.677 -2.686 -1.156
C: -1.908 -2.678 -0.104
N: -2.114 -1.392 -0.805
C: -2.615 -1.691 -2.163
C: -3.152 -0.589 -0.089
C: -3.105 0.856 -0.521
C: -4.273 1.611 -0.639
C: -4.194 2.955 -0.989
C: -2.946 3.527 -1.221
C: -1.791 2.753 -1.118
C: -1.839 1.405 -0.765
H: -2.869 -3.107 0.200
H: -1.285 -2.543 0.768
H: -1.416 -3.388 -0.768
H: -3.478 -2.359 -2.105
H: -1.835 -2.169 -2.755
H: -2.921 -0.770 -2.649
H: -2.932 -0.668 0.969
H: -4.137 -1.038 -0.242
H: -5.245 1.152 -0.458
H: -5.097 3.550 -1.080
H: -2.873 4.579 -1.489
H: -0.830 3.231 -1.314
C: -0.116 -0.332 -5.750
C: 0.810 -0.971 -4.941
C: 0.740 -0.773 -3.578
N: -0.189 -0.007 -2.975
C: -1.065 0.624 -3.775
C: -1.059 0.489 -5.153
H: -0.094 -0.463 -6.827
H: 1.587 -1.603 -5.352
H: 1.489 -1.220 -2.949
H: -1.799 1.250 -3.283
H: -1.792 1.030 -5.740

Results of the Löwdin charge analysis, in e, for atoms 1 through 6: 0.311, -0.406, -0.391, 1.323, -0.377, -0.113



(3)
The following is a DFT calculation (the ωB97M-V functional and the def2-TZVPD basis) of a molecular structure, C23H26CsIN2O2P.

net charge = -1
ΔE to the lowest compared entry with this formula, charge and spin = 0.0000 eV
E_LUMO = 2.114 eV

CARTESIAN COORDINATES (ANGSTROEM)
Cs: 2.003 1.669 -1.715
C: -1.139 0.270 2.506
C: -1.582 -1.073 1.975
C: -2.172 -2.002 2.829
C: -2.618 -3.233 2.367
C: -2.475 -3.551 1.026
C: -1.885 -2.634 0.161
C: -1.434 -1.396 0.613
P: -0.659 -0.114 -0.472
C: -0.477 -1.010 -2.077
C: -1.157 -0.562 -3.213
C: -0.930 -1.131 -4.462
C: -0.009 -2.158 -4.593
C: 0.690 -2.597 -3.476
C: 0.482 -2.036 -2.219
C: 1.296 -2.529 -1.047
C: -2.050 1.021 -0.711
C: -3.337 0.509 -0.953
C: -4.449 1.304 -1.116
C: -4.267 2.704 -1.012
C: -3.042 3.248 -0.767
C: -1.838 2.452 -0.604
C: -0.620 3.077 -0.381
H: -1.350 0.355 3.573
H: -1.652 1.085 1.985
H: -0.068 0.426 2.349
H: -2.290 -1.748 3.878
H: -3.077 -3.938 3.051
H: -2.823 -4.505 0.648
H: -1.781 -2.887 -0.888
H: -1.872 0.244 -3.103
H: -1.470 -0.767 -5.327
H: 0.185 -2.602 -5.561
H: 1.435 -3.378 -3.584
H: 2.152 -3.110 -1.389
H: 0.696 -3.156 -0.384
H: 1.662 -1.698 -0.437
H: -3.461 -0.568 -1.017
H: -5.426 0.874 -1.302
H: -5.126 3.361 -1.121
H: -2.936 4.326 -0.686
H: -0.572 4.149 -0.230
H: 0.267 2.514 -0.152
C: 3.635 1.588 4.590
O: 4.726 1.662 3.665
C: 4.348 1.560 2.368
O: 3.210 1.423 1.993
N: 5.430 1.628 1.554
N: 5.186 1.552 0.195
H: 4.086 1.614 5.578
H: 3.071 0.669 4.455
H: 2.960 2.431 4.461
H: 6.344 1.742 1.948
H: 5.594 0.741 -0.240
H: 5.457 2.381 -0.312
I: 5.129 1.804 -3.214

Results of the natural (NBO) charge analysis, in e, for atoms 1 through 6: 0.945, -0.656, 0.014, -0.225, -0.207, -0.236



(4)
The following is a DFT calculation (the ωB97M-V functional and the def2-TZVPD basis) of a molecular structure, C31H39BCl2F4GaN6OP2S.

net charge = +1
ΔE to the lowest compared entry with this formula, charge and spin = 0.1680 eV
E_LUMO = -3.533 eV

CARTESIAN COORDINATES (ANGSTROEM)
Ga: -0.137 0.012 -0.056
Cl: -3.132 -3.633 -1.279
C: -3.587 -2.038 -0.812
C: -4.959 -1.707 -0.778
C: -5.376 -0.461 -0.417
Cl: -7.063 -0.086 -0.388
C: -4.428 0.533 -0.059
C: -4.732 1.853 0.331
C: -3.720 2.720 0.650
C: -2.392 2.273 0.588
N: -2.083 1.044 0.239
C: -3.068 0.175 -0.096
C: -2.620 -1.118 -0.485
O: -1.315 -1.372 -0.498
H: -5.681 -2.465 -1.048
H: -5.765 2.169 0.371
H: -3.927 3.739 0.944
H: -1.567 2.937 0.826
C: 3.539 -1.145 0.041
P: 1.794 -1.561 -0.200
C: 1.475 -2.490 1.355
N: 2.033 -3.671 1.456
C: 1.829 -4.380 2.589
C: 2.405 -5.666 2.725
C: 2.186 -6.380 3.864
C: 1.390 -5.852 4.915
C: 0.826 -4.617 4.812
C: 1.038 -3.853 3.639
N: 0.490 -2.622 3.531
C: 0.705 -1.951 2.426
P: -0.045 -0.284 2.339
C: -1.704 -0.539 3.012
C: 0.881 0.834 3.477
C: 0.305 2.242 3.293
C: 0.710 0.381 4.929
C: 2.356 0.801 3.083
C: 1.714 -2.754 -1.629
C: 3.064 -3.447 -1.836
C: 1.378 -1.886 -2.849
C: 0.633 -3.814 -1.412
H: 4.035 -2.045 0.403
H: 3.653 -0.331 0.754
H: 3.980 -0.817 -0.896
H: 3.006 -6.048 1.911
H: 2.620 -7.364 3.976
H: 1.235 -6.445 5.806
H: 0.218 -4.194 5.599
H: -1.630 -1.055 3.968
H: -2.273 -1.156 2.317
H: -2.212 0.418 3.136
H: -0.758 2.287 3.543
H: 0.446 2.613 2.276
H: 0.827 2.925 3.967
H: -0.326 0.450 5.261
H: 1.305 1.038 5.567
H: 1.053 -0.642 5.080
H: 2.532 1.115 2.053
H: 2.786 -0.194 3.224
H: 2.909 1.490 3.724
H: 3.854 -2.749 -2.112
H: 2.952 -4.158 -2.658
H: 3.372 -4.003 -0.951
H: 2.080 -1.056 -2.966
H: 0.367 -1.481 -2.783
H: 1.433 -2.509 -3.745
H: 0.937 -4.536 -0.654
H: 0.495 -4.351 -2.354
H: -0.322 -3.380 -1.133
C: 0.272 1.390 -5.788
C: -0.872 1.760 -4.840
C: -0.381 1.956 -3.445
N: -0.471 1.068 -2.522
N: 0.119 1.479 -1.351
C: 0.650 2.677 -1.390
N: 1.218 3.299 -0.333
S: 0.456 3.397 -2.937
H: -0.110 1.241 -6.796
H: 0.756 0.470 -5.462
H: 1.028 2.175 -5.826
H: -1.618 0.966 -4.807
H: -1.370 2.669 -5.182
H: 1.880 2.713 0.184
H: 1.709 4.147 -0.588
F: 5.048 1.365 -1.330
B: 3.795 1.895 -1.169
F: 3.456 1.923 0.244
F: 3.661 3.187 -1.672
F: 2.810 1.061 -1.774

Results of the Löwdin charge analysis, in e, for atoms 1 through 6: 0.345, 0.763, -0.565, -0.100, -0.602, 0.733



(5)
The following is a DFT calculation (the ωB97M-V functional and the def2-TZVPD basis) of a molecular structure, C17H20BClN6Pt in a non-equilibrium geometry.

net charge = +2
ΔE to the lowest compared entry with this formula, charge and spin = 0.0000 eV
E_LUMO (spin up / spin down) = -5.882 / -10.387 eV
2S+1 = 5
expectation value of S² = 6.026

CARTESIAN COORDINATES (ANGSTROEM)
H: -0.625 -2.492 1.086
N: -0.174 -1.036 -0.401
B: -0.122 0.369 -2.569
N: -0.770 -0.667 -1.589
C: -1.857 -1.441 -1.780
Pt: 1.543 -0.274 0.472
H: -2.457 -1.295 -2.667
C: -1.960 -2.326 -0.723
H: -2.711 -3.081 -0.591
C: -0.900 -2.047 0.142
H: -0.596 0.227 -3.658
C: 3.230 -1.034 1.232
H: 3.302 -2.121 1.044
H: 3.243 -0.836 2.311
H: 4.046 -0.476 0.740
N: 1.395 -0.003 -2.531
N: -0.372 1.804 -2.059
N: 2.060 -0.468 -1.391
N: -0.461 1.985 -0.716
C: 2.202 -0.202 -3.593
C: -0.605 2.999 -2.642
H: 1.865 0.091 -4.581
H: -0.572 3.099 -3.719
C: 3.376 -0.801 -3.168
C: -0.883 3.927 -1.642
C: 3.247 -0.987 -1.795
C: -0.804 3.242 -0.431
H: 4.231 -1.062 -3.771
H: -1.116 4.964 -1.752
H: 3.913 -1.447 -1.091
H: -1.015 3.541 0.580
H: -0.372 1.203 -0.065
Cl: 0.653 -2.058 3.837
C: -0.729 -1.100 3.468
C: -1.986 -1.520 3.914
C: -3.134 -0.876 3.434
C: -3.010 0.197 2.553
C: -1.752 0.667 2.188
C: -0.578 0.046 2.645
C: 0.771 0.560 2.225
H: -2.055 -2.346 4.623
H: -4.119 -1.204 3.759
H: -3.899 0.690 2.143
H: -1.656 1.528 1.514
H: 0.696 1.635 2.000
H: 1.519 0.429 3.015

Results of the natural (NBO) charge analysis, in e, for atoms 1 through 6: 0.236, -0.380, 0.523, -0.327, 0.045, 1.231



(6)
The following is a DFT calculation (the ωB97M-V functional and the def2-TZVPD basis) of a molecular structure, C35H20BF4IN13ORbS4.

net charge = -2
ΔE to the lowest compared entry with this formula, charge and spin = 0.7034 eV
E_LUMO (spin up / spin down) = 2.889 / 1.502 eV

CARTESIAN COORDINATES (ANGSTROEM)
Rb: 0.116 0.333 -0.314
C: -0.371 -1.160 -6.463
C: -0.779 -2.447 -6.123
C: -0.828 -2.835 -4.796
C: -0.447 -1.934 -3.804
C: -0.005 -0.663 -4.145
C: 0.010 -0.267 -5.473
N: -0.484 -2.225 -2.409
N: -1.223 -3.160 -2.101
C: -1.291 -3.431 -0.698
C: -1.763 -4.683 -0.340
C: -1.855 -4.985 1.010
C: -1.493 -4.025 1.936
C: -1.051 -2.788 1.476
N: -0.954 -2.499 0.183
H: -0.343 -0.855 -7.502
H: -1.064 -3.146 -6.900
H: -1.151 -3.826 -4.508
H: 0.285 0.009 -3.345
H: 0.313 0.738 -5.739
H: -2.034 -5.388 -1.114
H: -2.206 -5.958 1.330
H: -1.540 -4.219 2.999
H: -0.747 -2.012 2.170
O: 6.432 -0.788 4.459
C: 5.330 -0.983 3.996
S: 3.886 -0.102 4.492
C: 2.693 -0.959 3.505
C: 3.216 -1.999 2.694
S: 2.369 -3.001 1.667
S: 4.966 -2.240 2.818
S: 1.098 -0.484 3.641
B: -2.805 3.623 -0.563
N: -2.800 2.599 -1.738
C: -3.102 2.849 -3.026
C: -3.043 1.660 -3.729
C: -2.694 0.716 -2.750
N: -2.548 1.284 -1.556
N: -1.335 4.026 -0.198
C: -0.620 5.041 -0.707
C: 0.648 5.013 -0.154
C: 0.611 3.915 0.712
N: -0.587 3.328 0.681
H: -3.377 4.623 -0.941
H: -3.316 3.113 0.403
H: -3.331 3.850 -3.357
H: -3.231 1.498 -4.778
H: -2.581 -0.353 -2.855
H: -1.057 5.708 -1.434
H: 1.467 5.687 -0.339
H: 1.384 3.531 1.361
I: -5.020 0.726 5.314
C: -3.591 0.868 3.825
C: -2.980 2.019 3.378
N: -2.115 1.633 2.429
N: -2.131 0.314 2.217
C: -3.029 -0.170 3.063
H: -3.113 3.050 3.661
H: -1.563 2.247 1.813
H: -3.244 -1.227 3.103
F: 3.307 2.077 -6.736
C: 2.330 2.597 -5.984
C: 1.428 3.406 -6.598
F: 1.589 3.633 -7.907
C: 0.348 4.025 -5.919
C: 0.303 3.724 -4.530
C: 1.181 2.879 -3.923
F: 1.025 2.647 -2.613
C: 2.262 2.257 -4.608
C: 3.163 1.368 -3.988
C: 2.957 0.895 -2.664
N: 2.790 0.475 -1.603
C: 4.318 0.839 -4.634
N: 5.279 0.402 -5.099
F: -0.642 4.287 -3.785
C: -0.591 4.859 -6.558
C: -1.586 5.608 -5.862
N: -2.379 6.270 -5.348
C: -0.637 5.042 -7.972
N: -0.741 5.226 -9.106

Results of the Löwdin charge analysis, in e, for atoms 1 through 6: 0.562, -0.075, -0.086, -0.030, -0.255, -0.023